1.
{"formula": "C3H12NO2", "method": "ωB97M-V/def2-TZVPD", "fmax_ha_per_bohr": 0.145, "e_tot_ha": -326.4368, "gap_ev": 11.650, "total_charge": 1, "species": ["C", "C", "C", "O", "N", "H", "H", "H", "H", "H", "H", "H", "H", "H", "H", "H", "H", "O"], "xyz": [[0.75965, -0.52104, -0.73121], [-0.04015, -0.89833, 0.60830], [0.70693, -0.90526, 1.88995], [-1.06711, 0.03421, 0.69640], [-0.33652, -0.17246, -1.73173], [1.41485, 0.44034, -0.53699], [1.34828, -1.31919, -1.02147], [-0.58783, -1.88200, 0.41341], [1.39063, -1.78571, 2.03304], [-0.06207, -0.82514, 2.67581], [1.45320, 0.01222, 2.05088], [-1.00333, 0.67932, 1.31368], [-1.22592, -0.77529, -1.60676], [0.01445, -0.36789, -2.59353], [-0.62728, 0.78017, -1.29185], [-1.22745, 2.20785, -0.23794], [-0.35236, 3.13796, -1.12542], [-0.55800, 2.16024, -0.80456]], "atomic_forces_ev_per_a": [[-1.2, 2.3, 2.9], [0.3, -0.4, -1.6], [2.7, 0.9, 1.3], [-2.2, -2.2, -3.4], [-2.1, -1.6, 4.9], [-1.4, -1.9, -0.6], [1.1, -1.5, -1.0], [1.0, 0.9, 0.3], [-1.0, 0.6, -0.1], [0.6, -0.4, 0.0], [-1.8, -1.6, -0.7], [0.9, 2.7, 3.3], [1.9, 0.8, -0.1], [0.9, 0.5, -3.5], [0.5, -0.1, -2.1], [-4.5, 0.6, 3.8], [-0.7, -3.1, 0.9], [4.9, 3.6, -4.3]]}

=====

2.
{"formula": "C5H6O", "method": "ωB97M-V/def2-TZVPD", "fmax_ha_per_bohr": 0.012, "e_tot_ha": -269.1589, "gap_ev": 8.192, "species": ["C", "C", "O", "C", "C", "C", "H", "H", "H", "H", "H", "H"], "xyz": [[-0.63781, -0.63081, 1.27965], [0.84377, -0.53568, 0.93426], [0.90421, -0.72558, -0.49603], [1.20628, 0.45167, -1.03332], [0.24945, 0.79234, -2.02318], [-0.70752, 1.41603, -2.43227], [-1.22592, -0.14374, 0.48925], [-0.84254, -0.13387, 2.23351], [-0.96832, -1.67203, 1.33221], [1.47794, -1.25597, 1.45630], [1.22939, 0.47624, 1.08759], [-1.52894, 1.96140, -2.82796]], "atomic_forces_ev_per_a": [[0.0, 0.0, 0.1], [0.1, 0.1, 0.4], [-0.1, 0.4, -0.3], [-0.2, 0.0, 0.0], [-0.3, 0.2, -0.5], [0.4, -0.3, -0.2], [0.2, 0.0, 0.3], [0.0, -0.2, -0.1], [0.1, 0.1, 0.0], [-0.1, -0.1, -0.2], [0.0, -0.2, 0.4], [-0.1, 0.0, 0.0]]}

=====

3.
{"formula": "C27H39Cl9O12", "method": "ωB97M-V/def2-TZVPD", "fmax_ha_per_bohr": 0.095, "e_tot_ha": -6096.8466, "smiles": "ClC(Cl)Cl.ClC(Cl)Cl.ClC(Cl)Cl.O=C1CCCO1.O=C1CCCO1.O=C1CCCO1.O=C1CCCO1.O=C1CCCO1.O=C1CCCO1", "gap_ev": 10.436, "species": ["Cl", "C", "Cl", "Cl", "H", "Cl", "C", "Cl", "Cl", "H", "Cl", "C", "Cl", "Cl", "H", "O", "C", "C", "C", "C", "O", "H", "H", "H", "H", "H", "H", "O", "C", "C", "C", "C", "O", "H", "H", "H", "H", "H", "H", "O", "C", "C", "C", "C", "O", "H", "H", "H", "H", "H", "H", "O", "C", "C", "C", "C", "O", "H", "H", "H", "H", "H", "H", "O", "C", "C", "C", "C", "O", "H", "H", "H", "H", "H", "H", "O", "C", "C", "C", "C", "O", "H", "H", "H", "H", "H", "H"], "xyz": [[6.22241, 13.68219, 15.21493], [7.72384, 13.40680, 16.12631], [8.19632, 14.85471, 17.19369], [9.01418, 13.00462, 14.99352], [7.55811, 12.71134, 16.88343], [5.41278, 17.89544, 14.34601], [6.54048, 17.83804, 12.96886], [6.26064, 19.27572, 11.91048], [6.42553, 16.32074, 12.00407], [7.50690, 17.93513, 13.42960], [5.09917, 14.07249, 7.83850], [6.71061, 14.15098, 7.14518], [7.45948, 12.56395, 7.13473], [7.73667, 15.32020, 7.94739], [6.61654, 14.57481, 6.13453], [13.46660, 8.37442, 11.54099], [13.20694, 7.93159, 12.61798], [11.90182, 7.33218, 13.17658], [12.13862, 7.27777, 14.68183], [13.64172, 7.37344, 14.82014], [14.14897, 7.98942, 13.59984], [11.08287, 7.98196, 12.95308], [11.69809, 6.37476, 12.65482], [11.70226, 8.17150, 15.23768], [11.87617, 6.29096, 15.15984], [13.92960, 8.04660, 15.66077], [14.14921, 6.39329, 15.01936], [9.52470, 17.46523, 13.05190], [10.41559, 16.78801, 13.44516], [11.80348, 16.71994, 12.90547], [12.32396, 15.49420, 13.58783], [11.46676, 15.58597, 14.92583], [10.20616, 15.97763, 14.51765], [11.88217, 16.73340, 11.81480], [12.28378, 17.63192, 13.27959], [12.03196, 14.62287, 13.00626], [13.45457, 15.53425, 13.82390], [11.43887, 14.59215, 15.27793], [11.86492, 16.28871, 15.70044], [15.04992, 13.95433, 10.41881], [15.37056, 12.86400, 10.88366], [14.74565, 12.06351, 12.04035], [15.82712, 11.04794, 12.34368], [16.43130, 10.85407, 10.90833], [16.37159, 12.17109, 10.31644], [14.47229, 12.72166, 12.84220], [13.83147, 11.65158, 11.61082], [16.47236, 11.37009, 13.11839], [15.36798, 10.04279, 12.57265], [17.43458, 10.52569, 10.86853], [15.92230, 10.20588, 10.17016], [12.10735, 12.47035, 10.05558], [12.78040, 12.60150, 9.06518], [12.54208, 13.67595, 8.05037], [13.77614, 13.62703, 7.18462], [14.41016, 12.26352, 7.46882], [13.83835, 11.83152, 8.71675], [11.55790, 13.53267, 7.53480], [12.40058, 14.67614, 8.57453], [13.59626, 13.81426, 6.12706], [14.49364, 14.39163, 7.47965], [14.27191, 11.47682, 6.73532], [15.46448, 12.25977, 7.61903], [9.12004, 10.12160, 7.55571], [10.05564, 9.58833, 8.01307], [10.18487, 8.15654, 8.55889], [11.66586, 7.94608, 8.68082], [12.26162, 9.30825, 8.55152], [11.28618, 10.19776, 7.98221], [9.67009, 8.05466, 9.49178], [9.78664, 7.42704, 7.91269], [11.89301, 7.43856, 9.56819], [12.08857, 7.23577, 7.97258], [12.68492, 9.64269, 9.47621], [13.08888, 9.22375, 7.85793], [11.20246, 10.47433, 13.21749], [10.59670, 11.26538, 12.46604], [9.80925, 11.02542, 11.25267], [9.22115, 12.37806, 10.87593], [9.96553, 13.33047, 11.86509], [10.66446, 12.55473, 12.77943], [10.26515, 10.40032, 10.48467], [8.97843, 10.42663, 11.59406], [9.45717, 12.65346, 9.86600], [8.15737, 12.38498, 11.01611], [10.72890, 13.83627, 11.31783], [9.26268, 14.01090, 12.37334]], "atomic_forces_ev_per_a": [[0.4, 0.1, 0.5], [0.3, 2.3, -0.7], [-0.4, -0.7, -1.0], [-0.3, -0.1, 0.7], [-0.2, -1.6, 0.6], [-0.1, -0.3, -0.4], [-0.7, 0.4, -0.3], [0.2, -0.7, 0.4], [0.1, 0.8, 0.7], [0.4, -0.2, -0.4], [-0.1, 0.1, 0.2], [0.0, 0.3, -0.9], [0.0, 0.0, -0.1], [0.3, 0.3, 0.6], [-0.1, -0.7, 0.3], [-0.3, -0.1, -0.6], [0.0, 0.3, 0.9], [0.5, -0.3, -0.4], [-0.3, -0.5, 1.2], [1.4, 0.5, 0.7], [-0.6, -0.8, 0.5], [-0.3, 0.6, -0.4], [0.3, 0.3, 0.5], [0.1, -1.4, -0.9], [-0.4, 1.2, -0.4], [-0.1, -0.5, -0.7], [-0.4, 0.8, -0.6], [-0.9, 0.9, -0.7], [-1.3, 0.1, -0.2], [0.6, 0.4, 0.0], [1.6, 0.8, 1.9], [2.6, -0.8, -0.4], [-0.2, 0.9, -0.8], [-0.4, 0.0, 0.2], [0.1, -0.1, -0.1], [0.3, -0.3, 0.3], [-1.8, -0.3, -0.6], [-0.3, -1.0, 1.0], [-0.1, -0.5, -0.7], [0.3, -1.6, 1.0], [-0.6, 1.8, -0.8], [0.6, 0.7, -1.1], [-2.0, -2.8, -2.1], [-0.5, 0.7, 0.1], [0.0, 0.0, 0.3], [-0.1, 0.3, 0.4], [0.0, -0.3, 0.1], [1.0, 0.2, 0.4], [0.5, 1.1, 0.3], [1.3, -0.1, 0.3], [-0.5, 0.0, 1.0], [0.7, -0.8, 0.1], [-0.5, 0.5, -0.1], [-0.9, 1.5, 0.1], [0.7, 0.4, -0.8], [-0.4, -0.3, 0.1], [-0.8, 0.0, 0.6], [0.9, -0.3, 0.3], [0.4, -1.3, -0.5], [-0.1, -0.3, 0.0], [-0.1, 0.0, 0.2], [-0.7, 0.0, -0.3], [0.9, 0.5, 0.3], [-2.1, 1.0, -0.5], [2.0, -1.2, 0.0], [0.5, 0.9, -0.1], [-0.2, -0.9, -0.5], [1.3, -0.1, -0.6], [-0.3, -0.8, 0.7], [-0.4, 0.2, 0.6], [-1.0, -0.5, -1.0], [0.5, -0.1, 1.8], [-0.3, 0.3, -0.7], [-0.2, 0.7, 0.6], [0.2, 0.5, -0.3], [-1.7, 1.2, -2.1], [3.3, -2.0, 2.9], [-1.5, -0.6, -0.3], [1.1, 0.3, 0.5], [-1.5, 0.8, -1.5], [-0.1, -0.6, 0.9], [0.5, 0.5, 0.2], [-0.3, -0.6, 0.2], [0.0, 0.1, -0.5], [-0.5, 0.1, 0.1], [0.2, 0.9, -0.4], [0.5, -0.2, -0.1]]}

=====

Q: Number 2 is which compound?
A: C5H6O